(1)
116
Properties=species:S:1:pos:R:3:mulliken_charge:R:1 method="wB97M-V/def2-TZVPD" smiles="C[C@H]1COC(=O)O1.C[C@H]1COC(=O)O1.CN(C)C=O.CN(C)C=O.CN(C)C=O.CN(C)C=O.CN(C)C=O.CN(C)C=O.CO.CO.CO" homo_lumo_gap_ev=8.47 total_charge=0 spin_multiplicity=1
C -0.950 -1.977 -3.303 -0.61
O 0.058 -1.869 -2.327 -0.08
H -1.216 -3.024 -3.483 0.19
H -1.839 -1.428 -2.975 0.15
H -0.647 -1.566 -4.271 0.24
H 0.189 -2.742 -1.928 0.37
C 5.599 4.870 0.042 0.16
O 6.944 4.390 0.134 -0.57
H 4.904 4.124 0.426 -0.15
H 5.480 5.867 0.460 0.18
H 5.348 4.974 -1.022 0.14
H 6.931 3.566 0.624 0.31
C -2.114 1.374 -2.197 -0.38
O -0.965 2.008 -2.745 -0.35
H -2.604 0.737 -2.935 0.41
H -1.771 0.775 -1.353 -0.18
H -2.865 2.089 -1.847 0.30
H -0.975 1.951 -3.703 0.22
C 0.769 -1.303 1.150 -0.63
C 0.754 0.073 0.530 2.02
C -0.160 1.080 1.272 0.90
O 0.696 2.221 1.429 -0.27
C 1.965 1.922 1.109 0.20
O 2.889 2.658 1.226 -0.59
O 2.046 0.666 0.616 -0.52
H 1.125 -1.277 2.185 0.48
H 1.410 -1.988 0.598 -0.47
H -0.222 -1.760 1.151 -0.31
H 0.389 -0.039 -0.494 -0.48
H -0.538 0.751 2.235 -0.24
H -0.960 1.362 0.594 -0.33
C 2.513 1.816 -2.450 -0.99
C 2.868 2.834 -3.516 0.42
C 2.379 2.488 -4.942 -0.49
O 1.490 3.562 -5.274 -0.42
C 1.491 4.490 -4.294 0.50
O 0.913 5.523 -4.334 -0.53
O 2.199 4.061 -3.227 -0.05
H 3.034 2.067 -1.526 0.23
H 2.729 0.789 -2.744 0.50
H 1.439 1.880 -2.253 -0.01
H 3.950 2.979 -3.526 0.30
H 1.796 1.569 -4.930 0.26
H 3.191 2.474 -5.661 0.29
C -3.084 -1.689 0.322 0.34
O -2.855 -0.678 0.965 -0.42
N -4.159 -2.482 0.538 0.27
C -4.288 -3.807 -0.042 -0.96
C -5.197 -2.073 1.442 -1.00
H -2.439 -2.090 -0.478 -0.05
H -3.902 -4.545 0.675 0.30
H -3.728 -3.881 -0.969 0.32
H -5.344 -4.046 -0.156 0.32
H -4.971 -1.111 1.887 0.26
H -6.162 -2.042 0.926 0.35
H -5.330 -2.811 2.244 0.35
C -0.180 -5.114 -0.098 -0.04
O -0.157 -4.067 -0.731 -0.67
N -1.015 -6.136 -0.355 0.17
C -1.889 -6.104 -1.483 -0.85
C -1.273 -7.160 0.656 -0.92
H 0.402 -5.269 0.815 0.43
H -2.936 -5.967 -1.175 0.29
H -1.923 -7.067 -2.003 0.37
H -1.647 -5.326 -2.197 0.14
H -1.375 -8.120 0.145 0.38
H -0.417 -7.250 1.316 0.30
H -2.197 -6.898 1.169 0.24
C 2.590 6.736 -1.048 0.11
O 3.558 7.435 -0.823 -0.61
N 1.934 6.002 -0.115 0.21
C 2.272 6.089 1.294 -0.96
C 0.928 5.067 -0.502 -0.57
H 2.144 6.620 -2.048 0.39
H 2.297 5.091 1.723 0.28
H 1.548 6.721 1.819 0.31
H 3.240 6.574 1.396 0.32
H 0.768 5.128 -1.579 0.17
H 1.198 4.020 -0.363 0.02
H -0.042 5.258 -0.034 0.33
C -4.729 4.736 2.999 0.15
O -3.817 5.218 3.625 -0.55
N -4.601 3.845 1.987 0.20
C -3.303 3.380 1.577 -0.57
C -5.745 3.240 1.329 -0.79
H -5.792 4.984 3.178 0.26
H -2.514 3.708 2.248 0.32
H -3.029 3.828 0.609 0.30
H -3.283 2.297 1.442 -0.08
H -5.725 2.154 1.452 0.20
H -6.656 3.582 1.820 0.32
H -5.732 3.506 0.272 0.28
C 4.088 -4.931 -0.095 0.00
O 2.961 -5.305 0.148 -0.53
N 4.403 -3.824 -0.809 0.23
C 5.773 -3.449 -1.007 -0.94
C 3.384 -2.889 -1.206 -0.61
H 4.992 -5.477 0.224 0.26
H 5.919 -3.072 -2.024 0.30
H 6.432 -4.312 -0.920 0.34
H 6.122 -2.664 -0.329 0.31
H 3.390 -2.021 -0.536 0.37
H 3.570 -2.495 -2.207 0.31
H 2.417 -3.382 -1.194 -0.07
C -1.605 -3.498 3.164 0.58
O -1.165 -4.625 2.990 -0.66
N -1.252 -2.670 4.170 0.17
C -1.789 -1.344 4.275 -0.81
C -0.325 -3.064 5.201 -1.04
H -2.392 -3.049 2.537 0.01
H -0.998 -0.589 4.291 0.30
H -2.312 -1.216 5.236 0.39
H -2.517 -1.119 3.500 0.11
H 0.105 -4.037 4.977 0.30
H 0.520 -2.371 5.250 0.34
H -0.823 -3.103 6.172 0.32



(2)
13
Properties=species:S:1:pos:R:3:mulliken_charge:R:1 method="wB97M-V/def2-TZVPD" smiles=CSCCS homo_lumo_gap_ev=9.46 total_charge=0 spin_multiplicity=1
C -2.332 -0.379 -0.160 -0.76
C 0.389 0.399 0.556 -0.49
C 1.652 0.628 -0.286 -0.58
H -2.290 0.677 -0.504 0.25
H -2.918 -0.446 0.767 0.26
H -2.832 -1.076 -0.850 0.29
H 0.682 0.354 1.636 0.29
H -0.230 1.236 0.442 0.33
H 2.297 1.473 -0.018 0.33
H 1.512 0.775 -1.400 0.27
H 1.976 -1.903 -0.414 0.13
S -0.690 -0.893 0.149 -0.08
S 2.783 -0.846 0.082 -0.24



(3)
8
Properties=species:S:1:pos:R:3:mulliken_charge:R:1 method="wB97M-V/def2-TZVPD" homo_lumo_gap_ev=6.40 total_charge=-2 spin_multiplicity=1
C 0.841 0.615 0.455 -0.23
N -0.157 0.700 -0.300 -0.69
O 3.331 -1.496 0.132 -0.72
O 3.619 0.502 -1.394 -0.67
O 3.699 0.832 1.160 -0.75
P 3.298 -0.001 -0.055 0.81
H 0.659 1.036 1.604 0.05
H -0.989 0.889 0.276 0.20



(4)
13
Properties=species:S:1:pos:R:3:mulliken_charge:R:1 method="wB97M-V/def2-TZVPD" smiles="C/C(=N/N)OC=O" homo_lumo_gap_ev=9.95 total_charge=0 spin_multiplicity=1
C -0.506 1.684 -0.048 -1.00
C 0.300 0.410 -0.113 0.84
C -1.592 -1.139 0.164 0.12
H 0.097 2.752 -0.235 0.27
H -1.513 1.791 -0.614 0.26
H -0.787 1.779 1.040 0.29
H -1.693 -2.033 0.696 0.40
H 1.787 -1.624 0.485 0.20
H 2.990 -1.148 -0.347 0.23
N 1.472 0.089 -0.416 -0.28
N 2.052 -1.108 -0.340 -0.53
O -0.372 -0.634 0.528 -0.34
O -2.236 -0.819 -0.803 -0.46



(5)
53
Properties=species:S:1:pos:R:3:mulliken_charge:R:1 method="wB97M-V/def2-TZVPD" homo_lumo_gap_ev=9.51 total_charge=+1 spin_multiplicity=1
C 0.978 0.814 -2.732 -0.70
O -0.439 0.704 -2.622 -0.33
C -1.031 -0.069 -3.632 -1.07
C -2.525 -0.031 -3.386 0.43
C -2.972 -0.726 -2.101 -0.77
C -4.497 -0.759 -2.037 -0.61
C -5.159 0.600 -2.250 -0.71
N -4.511 1.415 -3.351 -0.05
C -3.006 1.409 -3.311 -1.05
H 1.387 -0.017 -3.307 0.37
H 1.237 1.758 -3.212 0.29
H 1.402 0.789 -1.732 0.09
H -0.674 -1.104 -3.613 0.48
H -0.804 0.331 -4.629 0.45
H -3.029 -0.519 -4.230 0.38
H -2.583 -0.154 -1.256 0.33
H -2.569 -1.733 -2.028 0.42
H -4.880 -1.457 -2.785 0.35
H -4.832 -1.132 -1.071 0.39
H -5.164 1.219 -1.357 0.36
H -6.193 0.458 -2.557 0.38
H -4.844 2.376 -3.279 0.36
H -4.825 1.061 -4.255 0.41
H -2.643 2.030 -4.127 0.38
H -2.720 1.858 -2.364 0.39
C 3.368 0.767 1.460 -1.07
C 3.909 1.627 0.339 -0.18
O 5.342 1.503 0.224 -0.31
C 5.770 0.420 -0.405 0.31
O 5.102 -0.429 -0.920 -0.52
C 7.319 0.407 -0.438 0.92
F 7.827 0.632 0.778 -0.24
F 7.753 1.372 -1.264 -0.25
F 7.760 -0.764 -0.880 -0.23
H 3.858 1.032 2.395 0.40
H 2.295 0.929 1.570 0.38
H 3.542 -0.290 1.263 0.32
H 3.739 2.682 0.540 0.35
H 3.469 1.379 -0.627 0.18
C -2.373 -1.854 5.286 -1.12
C -1.656 -1.323 4.066 -0.20
O -0.357 -0.784 4.404 -0.32
C 0.603 -1.677 4.600 0.32
O 0.528 -2.862 4.474 -0.50
C 1.910 -0.956 5.014 0.86
F 1.680 -0.068 5.986 -0.25
F 2.421 -0.297 3.957 -0.21
F 2.808 -1.835 5.435 -0.23
H -2.466 -1.076 6.043 0.31
H -3.372 -2.186 5.005 0.37
H -1.840 -2.700 5.717 0.33
H -2.185 -0.477 3.632 0.30
H -1.526 -2.092 3.305 0.32



(6)
13
Properties=species:S:1:pos:R:3:mulliken_charge:R:1 method="wB97M-V/def2-TZVPD" smiles="C=C=CC.O=C=O" homo_lumo_gap_ev=10.18 total_charge=0 spin_multiplicity=1
C 1.831 -0.024 -0.853 -1.01
C 0.848 -0.489 0.190 -0.01
O -0.402 1.938 2.097 -0.39
C -1.294 1.875 1.349 0.79
O -2.198 1.836 0.613 -0.40
C -0.382 -0.869 -0.066 -0.01
C -1.603 -1.243 -0.326 -0.74
H 1.367 0.020 -1.842 0.34
H 2.694 -0.698 -0.906 0.30
H 2.212 0.973 -0.602 0.28
H 1.191 -0.511 1.225 0.36
H -2.423 -0.526 -0.329 0.26
H -1.841 -2.281 -0.549 0.25



(7)
10
Properties=species:S:1:pos:R:3:lowdin_spin:R:1 method="wB97M-V/def2-TZVPD" s2=2.006 homo_lumo_gap_ev="7.65 / 8.17" total_charge=0 spin_multiplicity=3
C -2.137 -0.882 -0.069 0.75
C 1.340 -0.078 0.102 0.01
C 1.511 1.220 0.043 0.01
O -2.929 -0.286 -0.705 0.96
H -2.177 -1.921 0.069 0.13
H -1.137 -0.408 0.236 0.13
H 1.764 -0.688 0.876 0.00
H 0.624 -0.564 -0.519 0.01
H 1.097 1.662 -0.798 0.00
H 2.045 1.944 0.765 0.00